Density functional theory data (the ωB97M-V functional and the def2-TZVPD basis) for a 3-piece molecular cluster, C4H10NOS2 overall.

Computed properties:
**Total energy**: -1084.17882 hartree
**Kohn-Sham gap**: 3.092 eV
**Net charge**: +1
**Relative energy (zero: lowest compared OMol25 entry of this formula, charge and spin)**: 862.7 kJ/mol
**Multiplicity**: 1

Cartesian coordinates (Å):
1 N 0.129 1.176 0.365
2 C 0.306 1.062 -1.118
3 C 1.779 0.395 -1.320
4 O 2.374 0.646 -2.346
5 C 0.103 2.538 -1.645
6 S -1.307 3.382 -0.837
7 S -0.270 -2.023 0.994
8 C -1.109 -3.241 1.902
9 H -0.203 0.240 0.664
10 H -0.766 1.641 0.638
11 H 0.160 -1.198 2.979
12 H -0.454 0.437 -1.630
13 H 2.239 -0.311 -0.711
14 H -0.045 2.632 -2.731
15 H 0.836 3.273 -1.353
16 H -1.582 -3.748 1.088
17 H -1.878 -2.937 2.689
18 H -0.313 -3.961 2.372

natural (NBO) analysis output, partial charges in e:
1 N -0.731
2 C -0.172
3 C 0.419
4 O -0.452
5 C -0.601
6 S 0.596
7 S 0.039
8 C -0.805
9 H 0.402
10 H 0.376
11 H 0.126
12 H 0.263
13 H 0.177
14 H 0.299
15 H 0.335
16 H 0.234
17 H 0.249
18 H 0.244

---

Density functional theory data (the ωB97M-V functional and the def2-TZVPD basis) for C7H17NO as an isolated structure.

Computed properties:
**Total energy**: -406.75903 hartree
**Kohn-Sham gap**: 7.422 eV
**Relative energy (zero: lowest compared OMol25 entry of this formula, charge and spin)**: 449.7 kJ/mol
**Multiplicity**: 1

Cartesian coordinates (Å):
1 C -1.104 -0.378 -0.220
2 C -0.116 0.557 0.181
3 C 1.483 -0.586 -0.366
4 C -2.407 0.729 0.971
5 C 0.022 1.858 -0.570
6 C 2.666 0.244 0.078
7 C 1.439 -1.931 0.321
8 N -1.578 -0.493 -1.510
9 O -2.816 -0.173 1.967
10 H -3.099 -0.987 1.534
11 H -1.129 -1.323 0.316
12 H 0.093 0.558 1.245
13 H 1.434 -0.678 -1.453
14 H -1.453 0.296 -2.127
15 H -1.516 -1.394 -1.955
16 H -3.207 0.953 0.257
17 H -2.145 1.657 1.476
18 H 0.698 2.533 -0.051
19 H 0.421 1.685 -1.572
20 H -0.936 2.368 -0.683
21 H 3.613 -0.306 -0.013
22 H 2.766 1.162 -0.502
23 H 2.571 0.521 1.134
24 H 2.414 -2.437 0.310
25 H 1.159 -1.820 1.377
26 H 0.724 -2.611 -0.146

natural (NBO) analysis output, partial charges in e:
1 C 0.028
2 C -0.156
3 C -0.222
4 C -0.136
5 C -0.659
6 C -0.631
7 C -0.645
8 N -0.846
9 O -0.728
10 H 0.462
11 H 0.203
12 H 0.218
13 H 0.180
14 H 0.379
15 H 0.389
16 H 0.135
17 H 0.163
18 H 0.228
19 H 0.213
20 H 0.213
21 H 0.196
22 H 0.205
23 H 0.195
24 H 0.211
25 H 0.203
26 H 0.200

---

Density functional theory data (the ωB97M-V functional and the def2-TZVPD basis) for C42H50Cl3F5NO2P2S2ScSeSiTe as an isolated structure.

Computed properties:
**Total energy**: -8914.50617 hartree
**Kohn-Sham gap**: 7.094 eV
**Relative energy (zero: lowest compared OMol25 entry of this formula, charge and spin)**: 188.5 kJ/mol
**Multiplicity**: 1

Cartesian coordinates (Å):
1 Sc 0.023 -0.689 0.991
2 Cl 1.631 1.470 2.180
3 C 3.393 1.586 2.077
4 Cl 4.123 0.059 2.590
5 H 3.723 2.376 2.751
6 H 3.657 1.765 1.035
7 Cl -1.249 1.982 3.116
8 C -2.767 2.497 2.485
9 C -3.697 3.122 3.295
10 C -4.897 3.538 2.739
11 C -5.135 3.356 1.386
12 C -4.192 2.742 0.582
13 C -3.009 2.264 1.133
14 P -1.671 1.474 0.151
15 C -1.139 3.098 -0.538
16 C -0.252 3.853 0.224
17 C 0.064 5.148 -0.147
18 C -0.498 5.699 -1.288
19 C -1.369 4.946 -2.058
20 C -1.696 3.656 -1.683
21 C -2.570 0.740 -1.249
22 C -1.857 0.598 -2.434
23 C -2.440 0.019 -3.542
24 C -3.737 -0.462 -3.460
25 C -4.441 -0.358 -2.272
26 C -3.865 0.237 -1.164
27 H -3.480 3.288 4.339
28 H -5.638 4.014 3.363
29 H -6.061 3.692 0.945
30 H -4.379 2.627 -0.475
31 H 0.185 3.423 1.115
32 H 0.738 5.735 0.460
33 H -0.260 6.714 -1.573
34 H -1.802 5.369 -2.953
35 H -2.373 3.082 -2.299
36 H -0.838 0.962 -2.492
37 H -1.865 -0.061 -4.452
38 H -4.193 -0.929 -4.321
39 H -5.443 -0.757 -2.197
40 H -4.420 0.309 -0.241
41 F 2.720 -4.034 8.092
42 C 2.122 -3.336 7.122
43 C 1.597 -2.068 7.375
44 F 1.715 -1.534 8.594
45 C 0.956 -1.377 6.362
46 F 0.412 -0.185 6.614
47 C 0.865 -1.884 5.059
48 Se -0.032 -0.829 3.788
49 C 1.404 -3.145 4.838
50 F 1.336 -3.689 3.597
51 C 2.012 -3.876 5.845
52 F 2.488 -5.099 5.592
53 C 2.635 -4.538 0.811
54 Te 2.668 -2.471 1.454
55 C 3.979 -1.977 -0.171
56 H 1.940 -4.701 -0.004
57 H 2.370 -5.171 1.649
58 H 3.646 -4.776 0.494
59 H 4.953 -2.435 -0.020
60 H 4.092 -0.903 -0.250
61 H 3.549 -2.343 -1.096
62 C 4.343 0.075 -4.949
63 C 4.556 -0.553 -3.582
64 C 5.720 0.082 -2.832
65 O 3.388 -0.509 -2.752
66 P 2.244 0.601 -2.726
67 S 0.988 0.403 -4.225
68 S 1.573 0.527 -0.804
69 O 3.149 1.943 -2.770
70 C 2.654 3.240 -2.468
71 C 3.829 4.200 -2.606
72 C 1.503 3.628 -3.382
73 H 5.234 -0.063 -5.558
74 H 4.143 1.138 -4.845
75 H 3.489 -0.386 -5.438
76 H 4.744 -1.629 -3.703
77 H 5.564 1.156 -2.753
78 H 6.654 -0.117 -3.351
79 H 5.779 -0.339 -1.830
80 H 2.303 3.233 -1.424
81 H 4.214 4.174 -3.624
82 H 4.632 3.925 -1.925
83 H 3.502 5.211 -2.382
84 H 1.782 3.462 -4.419
85 H 1.251 4.673 -3.229
86 H 0.627 3.022 -3.163
87 C -2.389 -4.696 -1.315
88 Si -1.179 -3.592 -0.319
89 C -0.735 -4.743 1.157
90 C 0.200 -3.192 -1.599
91 N -1.540 -2.043 0.410
92 C -2.807 -1.766 0.880
93 C -3.009 -0.846 1.926
94 C -4.263 -0.562 2.433
95 C -5.385 -1.173 1.908
96 C -5.223 -2.075 0.867
97 C -3.972 -2.359 0.359
98 H -1.852 -5.553 -1.715
99 H -2.847 -4.187 -2.158
100 H -3.180 -5.089 -0.683
101 H -0.352 -5.713 0.856
102 H -1.631 -4.918 1.748
103 H -0.009 -4.287 1.820
104 H 0.683 -4.093 -1.967
105 H 0.977 -2.523 -1.215
106 H -0.241 -2.696 -2.462
107 H -2.149 -0.385 2.406
108 H -4.360 0.130 3.259
109 H -6.363 -0.958 2.310
110 H -6.090 -2.558 0.434
111 H -3.881 -3.038 -0.467

Results of the Löwdin charge analysis, in e, for atoms 1 through 99:
1 Sc 0.375
2 Cl 0.472
3 C -0.907
4 Cl 0.518
5 H 0.045
6 H 0.021
7 Cl 0.679
8 C -0.637
9 C -0.093
10 C -0.069
11 C -0.062
12 C -0.073
13 C -0.363
14 P 1.037
15 C -0.336
16 C -0.113
17 C -0.074
18 C -0.093
19 C -0.083
20 C -0.084
21 C -0.366
22 C -0.150
23 C -0.084
24 C -0.071
25 C -0.070
26 C -0.107
27 H 0.110
28 H 0.107
29 H 0.107
30 H 0.109
31 H 0.037
32 H 0.106
33 H 0.105
34 H 0.111
35 H 0.108
36 H 0.010
37 H 0.074
38 H 0.103
39 H 0.108
40 H 0.090
41 F 0.121
42 C -0.132
43 C -0.138
44 F 0.119
45 C -0.261
46 F 0.069
47 C -0.488
48 Se 0.672
49 C -0.243
50 F -0.062
51 C -0.141
52 F 0.118
53 C -0.364
54 Te 1.235
55 C -0.450
56 H -0.014
57 H 0.003
58 H 0.008
59 H 0.015
60 H -0.044
61 H 0.004
62 C -0.075
63 C -0.440
64 C -0.035
65 O -0.348
66 P -0.029
67 S 0.351
68 S 0.311
69 O -0.321
70 C -0.486
71 C -0.035
72 C -0.071
73 H 0.086
74 H 0.069
75 H 0.052
76 H 0.145
77 H 0.073
78 H 0.084
79 H 0.067
80 H 0.107
81 H 0.086
82 H 0.078
83 H 0.080
84 H 0.084
85 H 0.073
86 H 0.034
87 C -0.184
88 Si 0.475
89 C -0.160
90 C -0.174
91 N -0.165
92 C -0.392
93 C -0.127
94 C -0.081
95 C -0.097
96 C -0.090
97 C -0.062
98 H 0.033
99 H 0.025

---

Density functional theory data (the ωB97M-V functional and the def2-TZVPD basis) for one molecule with the formula C6H10N2.

Computed properties:
**Total energy**: -344.04351 hartree
**Kohn-Sham gap**: 9.676 eV
**SMILES**: [H]/N=C/NC(=C)C1CC1
**Relative energy (zero: lowest compared OMol25 entry of this formula, charge and spin)**: 244.7 kJ/mol
**Multiplicity**: 1

Cartesian coordinates (Å):
1 C -0.877 2.085 0.265
2 C -0.386 0.919 -0.208
3 C 2.009 0.259 0.209
4 C -1.404 -0.182 -0.474
5 C -1.810 -0.940 0.753
6 C -0.953 -1.616 -0.261
7 H -0.278 2.956 0.285
8 H -1.925 2.221 0.472
9 H 0.951 0.074 -1.401
10 H 2.301 1.062 0.961
11 H 3.317 -1.005 0.741
12 H -2.169 -0.030 -1.282
13 H -1.227 -0.677 1.658
14 H -2.879 -1.149 0.816
15 H -1.335 -2.424 -0.913
16 H 0.123 -1.784 -0.021
17 N 0.910 0.588 -0.602
18 N 2.469 -0.929 0.171

natural (NBO) analysis output, partial charges in e:
1 C -0.434
2 C 0.190
3 C 0.294
4 C -0.296
5 C -0.410
6 C -0.437
7 H 0.197
8 H 0.207
9 H 0.390
10 H 0.157
11 H 0.346
12 H 0.229
13 H 0.221
14 H 0.221
15 H 0.217
16 H 0.240
17 N -0.653
18 N -0.680